(1)
Density functional theory data (wB97M-V/def2-TZVPD) for a 2-piece molecular cluster, C3H10NO2 overall.

Summary:
total charge	+1

```
16
Properties=species:S:1:pos:R:3:forces:R:3:nbo_charge:R:1
C -2.1355 -0.1716 -0.2310 4.319 -1.368 -2.448 -0.681
C 0.5780 -1.5743 0.4980 -4.908 0.622 4.623 -0.409
C -0.7975 0.4954 -0.1556 0.650 -0.274 1.128 0.712
N 0.1972 -0.1382 0.3740 2.299 -0.247 -0.142 -0.500
O 2.3345 1.7011 0.2226 0.592 1.036 -0.044 -0.984
O -0.6044 1.7993 -0.3492 -0.049 -1.259 -0.107 -0.598
H -2.8231 0.3073 -0.7721 -2.518 2.183 -2.308 0.245
H -1.9788 -1.1477 -0.6913 -0.301 -0.226 0.609 0.261
H -2.4172 -0.1340 0.7245 -1.471 -0.697 3.953 0.263
H 1.4068 -1.7720 1.1260 1.289 0.642 0.045 0.253
H -0.2591 -2.0485 1.1552 1.164 0.373 -1.472 0.223
H 0.5786 -1.9678 -0.4185 0.380 -1.850 -3.408 0.220
H 1.9392 2.3797 -0.3768 0.733 -0.633 0.839 0.498
H 1.0901 0.3448 0.5033 -0.317 1.319 -0.242 0.471
H 3.1493 2.0922 0.6393 -1.284 -0.460 -0.755 0.512
H -1.2761 2.0585 -0.9764 -0.579 0.839 -0.273 0.513
```
Forces are in eV/Å.

---

(2)
Density functional theory data (wB97M-V/def2-TZVPD) for a 2-piece molecular cluster, C3H10NO2S overall.

Summary:
total charge	-1

```
17
Properties=species:S:1:pos:R:3:forces:R:3:nbo_charge:R:1
C 0.3245 0.8094 1.2079 1.217 0.890 1.043 -0.019
O 0.4928 -0.1527 2.1485 -0.479 -0.195 -0.141 -0.961
C 0.1658 0.2669 -0.2033 -0.235 -1.264 -1.099 -0.093
C 0.0878 1.3455 -1.3083 -1.574 1.164 1.126 -0.501
S -1.2308 1.3197 -2.6014 0.520 -0.514 -0.148 -0.116
N -0.9857 -0.6395 -0.2119 -0.345 0.914 -0.395 -0.880
H -0.4675 1.5577 1.4642 -0.512 -0.376 -0.372 0.098
H 1.2096 1.5170 1.1718 -0.009 -0.261 -0.282 0.087
H 1.0774 -0.3119 -0.4222 -0.051 0.041 0.223 0.169
H 1.0520 1.5668 -1.7105 0.533 -0.132 -0.601 0.202
H -0.2615 2.2604 -0.8179 0.467 0.107 0.299 0.202
H -1.6746 0.0748 -2.3919 -0.033 0.035 0.027 0.131
H -1.1329 -0.9797 0.7267 0.186 -0.318 0.073 0.391
H -0.9313 -1.3503 -0.9252 0.152 -0.291 0.388 0.343
H 0.2778 -2.8396 0.8402 0.008 -0.074 -0.109 0.440
H 0.8806 -1.8113 1.7735 0.249 0.613 -0.311 0.519
O 1.1159 -2.6335 1.2597 -0.095 -0.337 0.277 -1.010
```
Forces are in eV/Å.

---

How do the records compare in relative energy (zero: lowest compared OMol25 entry of this formula, charge and spin)? In the order shown, they have 133.14, 47.32 kJ/mol.
How do the records compare in gap between HOMO and LUMO? In the order shown, they have 12.0, 6.5 eV.